# 1
{
  "formula": "C12H18F2N7O5S2V",
  "method": "ωB97M-V/def2-TZVPD",
  "homo_lumo_gap_ev": [4.779, 5.311],
  "homo_energy_ha": [-0.4659, -0.4659],
  "charge": 1,
  "spin_multiplicity": 2,
  "s_squared": 0.7867,
  "symbols": ["O", "V", "N", "S", "O", "O", "F", "S", "O", "O", "F", "C", "C", "N", "H", "H", "H", "C", "C", "N", "H", "H", "H", "C", "C", "N", "H", "H", "H", "C", "C", "N", "H", "H", "H", "C", "C", "N", "H", "H", "H", "C", "C", "N", "H", "H", "H"],
  "xyz": [[-8.6386, 26.2426, -8.8605], [-7.1315, 26.3339, -8.5930], [-6.7004, 24.3404, -8.4231], [-5.6482, 23.4981, -7.3681], [-4.3517, 23.3422, -7.9010], [-6.2201, 22.6165, -6.4329], [-5.3687, 24.7669, -6.4032], [-7.1935, 23.0086, -9.1908], [-8.2112, 22.2568, -8.5608], [-6.2253, 22.3614, -9.9978], [-8.0574, 23.8172, -10.2648], [-4.5167, 24.4900, -11.6715], [-5.6226, 25.3709, -11.3080], [-6.5007, 26.0674, -11.0191], [-3.6626, 24.6969, -11.0314], [-4.2357, 24.7085, -12.7032], [-4.9031, 23.4744, -11.6168], [-8.2624, 19.0286, -7.2471], [-6.8170, 18.9338, -7.0629], [-5.6927, 18.7839, -6.8863], [-8.4835, 18.5431, -8.1952], [-8.5557, 20.0768, -7.3290], [-8.7956, 18.6541, -6.3773], [-10.1609, 22.4946, -5.9673], [-9.5580, 23.8138, -6.0659], [-9.0850, 24.8546, -6.1459], [-10.4691, 22.3494, -4.9290], [-9.3404, 21.7972, -6.1363], [-11.0331, 22.3233, -6.5877], [-3.5649, 20.8609, -4.7982], [-3.3697, 19.4559, -4.4921], [-3.2333, 18.3524, -4.2218], [-2.7044, 21.3372, -5.2610], [-3.7773, 21.3826, -3.8614], [-4.4657, 21.0209, -5.3886], [-4.9837, 26.1659, -3.4431], [-4.9953, 24.7551, -3.1161], [-4.9675, 23.6246, -2.9336], [-5.6689, 26.7411, -2.8249], [-5.2684, 26.2578, -4.4884], [-3.9852, 26.5911, -3.3537], [-3.4801, 20.6737, -9.8983], [-3.1005, 20.8815, -11.2886], [-2.8057, 21.0130, -12.3923], [-3.2689, 21.5599, -9.3004], [-2.8356, 19.8797, -9.5209], [-4.5323, 20.4568, -9.7468]],
  "forces_ev_per_angstrom": [[2.0, 0.7, 0.5], [-2.1, -2.6, -2.0], [1.6, -1.2, 1.6], [2.8, 3.3, 4.0], [-0.3, -0.6, -1.2], [-1.0, -0.8, -1.1], [-0.7, 0.6, -0.8], [-4.8, -0.2, -4.9], [0.6, 0.0, 1.1], [0.9, 0.2, 0.9], [0.4, 0.1, 0.3], [-0.6, 0.4, -0.5], [0.1, 0.3, 0.0], [0.3, 0.1, 1.9], [0.0, -0.2, 0.1], [0.0, 0.0, 0.0], [0.4, -0.2, 0.1], [0.3, 0.7, -0.1], [-0.1, -0.2, 0.4], [0.0, 0.3, -0.2], [-0.5, -0.2, 0.2], [0.2, 0.0, -0.2], [0.0, -0.5, -0.2], [0.5, -0.1, 1.0], [-0.5, 0.1, -0.3], [0.5, 0.3, -0.3], [0.0, 0.0, 0.0], [-0.3, -0.2, -0.3], [0.2, 0.2, -0.4], [-0.5, 0.5, 0.6], [0.0, 0.2, -0.3], [0.1, -0.3, 0.1], [0.1, -0.2, -0.1], [0.2, 0.0, 0.0], [0.1, -0.3, -0.3], [0.1, 0.4, -0.2], [0.2, -0.1, 0.0], [-0.1, -0.2, 0.0], [0.0, -0.1, 0.0], [-0.2, 0.1, 0.0], [0.0, -0.1, 0.2], [0.6, 0.1, 0.4], [-0.3, 0.1, -0.3], [-0.1, 0.2, 0.2], [0.1, 0.1, -0.1], [-0.3, -0.1, 0.2], [0.0, -0.3, -0.3]],
  "mulliken_charge": [-0.256, 1.321, 0.377, 0.721, -0.507, -0.362, -0.312, 0.596, -0.433, -0.392, -0.307, -0.566, 0.810, -0.671, 0.279, 0.385, 0.106, -0.435, 0.357, -0.374, 0.296, -0.125, 0.323, -0.443, 0.363, -0.395, 0.349, -0.117, 0.339, -0.103, 0.146, -0.375, 0.306, 0.213, -0.178, -0.663, 0.382, -0.383, 0.318, 0.072, 0.291, -0.372, 0.283, -0.444, 0.040, 0.379, 0.164]
}

# 2
{
  "formula": "C21H34F13N2O8P2S",
  "method": "ωB97M-V/def2-TZVPD",
  "homo_lumo_gap_ev": 6.688,
  "homo_energy_ha": -0.1811,
  "charge": -1,
  "symbols": ["N", "P", "P", "C", "C", "O", "O", "O", "C", "C", "C", "F", "C", "C", "C", "C", "C", "F", "F", "C", "F", "F", "S", "F", "F", "F", "F", "F", "C", "N", "C", "F", "F", "F", "O", "H", "H", "H", "H", "H", "H", "H", "H", "H", "H", "H", "H", "H", "H", "H", "H", "H", "H", "H", "H", "H", "H", "O", "C", "O", "C", "C", "C", "H", "H", "H", "H", "H", "H", "O", "C", "O", "C", "C", "C", "H", "H", "H", "H", "H", "H"],
  "xyz": [[4.4924, -4.4420, 1.5510], [3.5303, -3.2574, 1.1243], [4.4750, -1.5145, 0.0466], [3.9900, -2.1487, -1.7568], [4.3455, -3.5663, -2.0378], [5.4614, -3.9862, -2.1812], [3.2928, -4.4389, -2.1328], [3.0222, -0.6249, 0.1712], [3.0303, 0.7679, -0.1945], [2.3238, 0.7981, -1.5574], [2.0584, 2.1636, -2.1981], [0.7066, 2.2562, -2.5728], [2.2638, 1.4779, 0.9536], [0.8374, 1.9557, 0.6895], [-0.1933, 0.8210, 0.6788], [-1.5105, 1.3274, 0.0887], [-2.7572, 0.7031, 0.6576], [-2.6883, 0.7257, 2.0279], [-3.8710, 1.4059, 0.3307], [-3.0562, -0.8006, 0.3650], [-2.1008, -1.5426, 0.9281], [-4.2250, -1.1222, 0.9321], [-3.1530, -1.3436, -1.4592], [-1.5858, -1.2013, -1.5698], [-3.0080, -2.8551, -1.0076], [-4.7333, -1.4992, -1.4115], [-3.3460, 0.1418, -1.9687], [-3.1897, -1.8300, -2.9595], [4.5517, 1.1106, -0.3528], [4.8083, 2.0655, -1.4196], [5.2132, 1.7648, 0.8902], [4.9239, 1.1589, 2.0489], [6.5503, 1.7489, 0.7502], [4.8659, 3.0673, 1.0372], [5.2169, -0.0742, -0.6276], [5.4226, -4.2867, 1.1741], [2.9044, -2.6794, 2.2570], [2.3862, -3.7294, 0.4158], [5.6957, -2.2522, -0.1070], [4.9163, -1.1417, 1.3722], [2.9499, -1.9391, -2.0049], [4.6191, -1.5598, -2.4204], [2.4901, -3.9565, -1.9041], [1.3811, 0.2719, -1.4691], [2.9357, 0.2040, -2.2326], [2.6413, 2.3236, -3.1015], [2.2833, 2.9838, -1.5237], [2.2044, 0.7476, 1.7560], [2.8217, 2.3108, 1.3588], [0.7364, 2.5742, -0.1952], [0.5483, 2.5970, 1.5179], [0.1750, -0.0369, 0.1235], [-0.3232, 0.4874, 1.7060], [-1.4763, 1.2248, -0.9880], [-1.6138, 2.3947, 0.2879], [4.4919, 1.6364, -2.2789], [5.8168, 2.1249, -1.5193], [-0.2182, 4.6068, 2.5671], [0.0109, 4.3636, 3.7143], [1.2353, 3.9697, 4.1324], [1.2073, 3.6277, 5.5272], [0.0005, 4.3699, 6.0952], [-0.9438, 4.3889, 4.8938], [1.1052, 2.5439, 5.6111], [2.1539, 3.9273, 5.9691], [-0.4103, 3.8927, 6.9823], [0.2844, 5.3897, 6.3584], [-1.5642, 3.4924, 4.8414], [-1.5820, 5.2662, 4.8426], [-10.3444, -4.2178, -4.1291], [-9.2864, -3.7161, -3.8896], [-9.0162, -2.4222, -4.1849], [-7.6444, -2.1119, -3.8777], [-7.2207, -3.1499, -2.8456], [-8.0640, -4.3556, -3.2557], [-7.0629, -2.1833, -4.7993], [-7.5987, -1.0898, -3.5112], [-6.1485, -3.3292, -2.8411], [-7.5102, -2.8177, -1.8481], [-7.5714, -4.9664, -4.0143], [-8.3605, -4.9908, -2.4262]],
  "forces_ev_per_angstrom": [[-0.1, 0.1, 0.0], [0.5, -0.3, 0.0], [0.8, -0.4, 0.1], [0.0, 0.1, -0.3], [-0.1, 0.0, 0.1], [0.0, 0.0, -0.1], [0.0, 0.0, 0.0], [-0.4, 0.5, 0.0], [-0.4, -1.2, 0.6], [0.4, 0.6, -0.4], [0.1, -0.1, 0.2], [0.0, 0.0, 0.0], [-0.1, 0.4, -0.2], [-0.1, -0.4, 0.3], [0.1, 0.1, -0.1], [0.1, 0.0, 0.1], [0.1, -0.2, 0.2], [-0.1, 0.1, -0.1], [0.0, 0.0, -0.1], [-0.1, 0.0, 0.0], [0.0, 0.0, -0.1], [0.1, 0.0, 0.1], [-0.2, -0.1, 0.2], [0.2, 0.1, -0.1], [0.0, -0.1, 0.0], [-0.1, 0.0, 0.0], [0.1, 0.2, -0.1], [0.0, 0.0, -0.1], [0.5, 0.0, -0.2], [-0.2, 0.1, 0.0], [-0.2, 0.1, 0.1], [0.1, 0.0, -0.1], [0.0, 0.0, 0.0], [0.1, -0.1, 0.0], [-0.2, 0.0, 0.2], [0.0, -0.1, -0.1], [-0.3, 0.1, -0.2], [-0.2, 0.2, 0.1], [-0.1, 0.0, -0.1], [-0.3, 0.1, -0.1], [-0.1, -0.1, 0.1], [0.1, 0.1, 0.0], [0.0, -0.1, 0.0], [-0.1, 0.0, 0.1], [0.0, -0.1, -0.1], [0.0, 0.0, -0.1], [-0.1, 0.1, 0.1], [0.2, -0.1, 0.1], [0.1, 0.2, -0.1], [0.0, 0.0, -0.2], [0.1, 0.2, 0.0], [0.0, -0.1, -0.1], [-0.1, -0.1, 0.1], [-0.2, 0.0, -0.2], [-0.1, 0.1, 0.2], [0.1, -0.1, -0.1], [0.0, 0.1, 0.0], [-0.1, 0.2, 0.0], [-0.1, -0.2, -0.1], [0.1, 0.0, 0.0], [0.0, 0.0, 0.1], [-0.1, 0.0, -0.1], [0.2, 0.1, 0.2], [0.0, 0.0, 0.0], [0.0, 0.0, -0.1], [0.0, 0.0, 0.0], [0.0, 0.0, 0.0], [0.0, 0.0, 0.0], [-0.1, 0.0, -0.1], [0.0, 0.0, 0.0], [0.0, -0.1, 0.0], [0.0, 0.1, 0.0], [0.1, 0.0, 0.0], [0.0, -0.1, 0.0], [0.0, 0.3, 0.1], [0.0, 0.0, 0.0], [-0.1, 0.0, 0.0], [0.0, 0.0, -0.1], [0.0, 0.0, 0.0], [0.0, 0.0, 0.0], [0.0, -0.1, -0.1]],
  "mulliken_charge": [-0.950, 0.524, -0.573, -0.798, 0.622, -0.571, -0.523, -0.037, 3.102, -2.090, -0.811, -0.378, -1.768, -0.865, -0.121, -1.014, 0.652, -0.330, -0.345, 0.478, -0.242, -0.282, 1.477, -0.279, -0.351, -0.391, -0.326, -0.315, 0.751, -0.695, 0.341, -0.263, -0.309, -0.291, -0.570, 0.301, 0.035, -0.096, 0.160, 0.060, 0.304, 0.258, 0.348, 0.173, 0.663, 0.435, 0.427, 0.139, 0.691, 0.451, -0.132, 0.206, 0.470, 0.396, 0.588, 0.329, 0.341, -0.598, 0.613, -0.326, -0.401, -0.503, -0.499, 0.272, 0.304, 0.332, 0.258, 0.212, 0.337, -0.572, 0.492, -0.366, -0.424, -0.257, -0.474, 0.258, 0.304, 0.221, 0.245, 0.269, 0.301]
}

# 3
{
  "formula": "C37H37GeN6O3PPt",
  "method": "ωB97M-V/def2-TZVPD",
  "homo_lumo_gap_ev": [6.278, 4.474],
  "homo_energy_ha": [-0.5945, -0.5945],
  "charge": 3,
  "spin_multiplicity": 2,
  "s_squared": 0.7812,
  "symbols": ["Pt", "N", "C", "C", "C", "N", "C", "N", "C", "C", "O", "P", "O", "C", "C", "O", "C", "C", "H", "H", "H", "H", "H", "H", "H", "H", "H", "H", "H", "H", "H", "H", "H", "N", "C", "C", "C", "C", "C", "C", "C", "N", "C", "C", "N", "C", "H", "H", "H", "H", "H", "H", "H", "C", "Ge", "C", "C", "C", "C", "C", "C", "C", "C", "C", "C", "C", "C", "C", "C", "C", "C", "H", "H", "H", "H", "H", "H", "H", "H", "H", "H", "H", "H", "H", "H", "H"],
  "xyz": [[-0.7572, -1.4136, 0.2491], [-1.6308, -2.2252, -1.3417], [-1.9938, -2.9607, -2.1443], [-2.4129, -3.8580, -3.1555], [-3.7815, -4.0997, -3.3311], [-4.9187, -4.2866, -3.4333], [-1.4053, -4.4638, -3.9263], [-0.5312, -4.9488, -4.5059], [-2.2980, 1.7568, -3.3506], [-2.7639, 0.5965, -2.5195], [-2.5884, 0.8668, -1.0805], [-1.6629, 0.6491, 0.1186], [-0.4487, 1.6108, 0.1552], [-0.5569, 3.1069, 0.2086], [-0.2499, 3.7030, -1.1334], [-2.5098, 0.9875, 1.3674], [-3.9391, 0.6222, 1.5907], [-4.7530, 1.8833, 1.6619], [-2.5087, 1.5269, -4.3964], [-1.2219, 1.9007, -3.2546], [-2.8335, 2.6712, -3.0992], [-2.1941, -0.2978, -2.7584], [-3.8318, 0.4184, -2.6059], [0.1808, 3.3821, 0.9591], [-1.5544, 3.3477, 0.5722], [0.7066, 3.3440, -1.5112], [-0.1835, 4.7861, -1.0178], [-1.0352, 3.4937, -1.8553], [-3.9326, 0.0695, 2.5258], [-4.2511, -0.0282, 0.7745], [-4.4223, 2.5190, 2.4815], [-5.7951, 1.6163, 1.8422], [-4.7044, 2.4368, 0.7245], [2.3570, 4.7626, 8.4257], [2.0301, 3.9553, 7.6783], [1.6227, 2.9435, 6.7408], [0.8209, 3.2920, 5.6558], [0.4233, 2.3215, 4.7543], [0.8427, 1.0130, 4.9398], [1.6386, 0.6522, 6.0146], [2.0268, 1.6229, 6.9216], [0.4381, 0.0025, 3.9955], [0.1423, -1.3101, 4.2862], [-0.1956, -1.9028, 3.1179], [-0.0949, -0.9552, 2.1033], [0.2832, 0.1861, 2.6861], [0.4992, 4.3171, 5.5358], [-0.2435, 2.5809, 3.9406], [1.9830, -0.3664, 6.1386], [2.6515, 1.3622, 7.7645], [0.1726, -1.7001, 5.2888], [-0.4882, -2.9230, 2.9461], [0.4801, 1.1133, 2.1831], [3.0756, -0.4513, 1.2035], [1.9472, -0.9419, -0.2857], [1.7655, -2.8572, -0.5490], [0.8018, -3.6364, 0.0963], [0.6946, -5.0037, -0.1266], [1.5988, -5.6108, -0.9858], [2.5808, -4.8603, -1.6195], [2.6629, -3.4887, -1.4101], [2.0237, 0.2754, -1.7375], [2.8970, 1.3304, -1.5098], [3.1488, 2.2993, -2.4959], [2.4890, 2.2250, -3.6921], [1.5964, 1.1624, -3.9766], [0.9686, 1.0649, -5.2435], [0.1757, -0.0039, -5.5503], [-0.0069, -1.0292, -4.6008], [0.5666, -0.9493, -3.3599], [1.3683, 0.1571, -3.0028], [4.0933, -0.6685, 0.8631], [2.8893, -1.0769, 2.0749], [3.0254, 0.6038, 1.4604], [0.1192, -3.2547, 0.8804], [-0.0501, -5.5927, 0.3925], [1.5447, -6.6789, -1.1502], [3.2853, -5.3434, -2.2833], [3.4175, -2.9195, -1.9409], [3.4140, 1.4315, -0.5658], [3.8534, 3.0957, -2.2997], [2.6608, 2.9741, -4.4561], [1.1535, 1.8411, -5.9758], [-0.2766, -0.0871, -6.5292], [-0.5791, -1.9062, -4.8817], [0.4883, -1.7804, -2.6701]],
  "forces_ev_per_angstrom": [[-0.1, 0.3, 0.7], [0.1, -0.2, -0.4], [-0.2, 0.0, 0.0], [0.0, 0.0, 0.0], [0.0, 0.0, 0.0], [0.0, 0.0, 0.0], [0.0, -0.1, 0.1], [0.0, 0.1, 0.0], [0.0, 0.0, 0.0], [0.2, 0.0, -0.1], [-0.2, 0.0, 0.1], [-0.1, -0.1, -0.1], [0.1, 0.0, -0.2], [0.0, -0.1, 0.1], [0.0, 0.0, 0.0], [0.1, -0.1, 0.1], [0.0, 0.1, 0.0], [0.0, 0.0, 0.0], [0.0, 0.0, 0.0], [0.0, 0.0, 0.0], [0.0, 0.0, 0.0], [-0.1, 0.0, 0.0], [0.0, -0.1, -0.1], [0.0, 0.0, 0.0], [0.0, 0.0, 0.0], [0.0, 0.0, 0.0], [0.0, 0.0, 0.0], [0.0, 0.0, 0.0], [0.0, 0.0, 0.0], [0.0, 0.0, 0.0], [0.0, 0.0, 0.0], [0.0, 0.0, 0.0], [0.0, 0.0, 0.0], [0.0, 0.0, 0.0], [0.0, 0.0, 0.0], [0.0, 0.0, 0.0], [0.0, 0.0, 0.0], [-0.1, 0.0, 0.0], [0.0, 0.1, 0.1], [0.1, -0.1, -0.1], [0.0, 0.0, 0.0], [0.0, 0.0, 0.0], [0.0, 0.0, 0.0], [0.1, 0.0, 0.0], [-0.1, 0.1, 0.1], [0.1, -0.1, 0.0], [0.0, 0.0, 0.0], [0.0, 0.0, 0.0], [0.0, 0.0, 0.0], [0.0, 0.0, 0.0], [0.0, 0.0, 0.0], [-0.1, 0.0, 0.0], [0.0, 0.0, 0.0], [-0.1, -0.1, 0.1], [0.6, -0.2, -0.4], [-0.1, 0.1, 0.2], [-0.2, 0.0, 0.1], [0.0, 0.1, -0.1], [0.0, -0.1, 0.0], [0.0, 0.1, 0.0], [-0.1, 0.0, -0.2], [0.2, 0.1, 0.2], [-0.2, 0.1, -0.1], [0.0, 0.0, 0.0], [0.0, 0.0, 0.0], [-0.1, 0.0, 0.0], [0.0, 0.0, 0.0], [0.0, 0.0, 0.0], [0.0, 0.0, 0.0], [0.0, 0.0, -0.1], [0.1, -0.1, -0.1], [0.0, 0.0, -0.1], [-0.1, 0.0, 0.0], [0.0, 0.0, 0.1], [0.2, 0.1, 0.1], [0.0, 0.0, 0.0], [0.0, 0.0, 0.0], [0.0, 0.0, 0.0], [0.0, 0.0, 0.0], [0.0, 0.0, 0.1], [0.0, 0.0, 0.0], [0.0, 0.0, 0.0], [0.0, 0.0, 0.0], [0.0, 0.0, 0.0], [0.0, 0.0, 0.0], [0.0, 0.0, 0.0]],
  "mulliken_charge": [0.378, -0.072, 0.913, 0.381, -0.167, -0.202, -0.055, -0.288, -1.154, 0.506, -0.022, -0.638, 0.343, -0.314, -0.856, -0.038, -0.213, -1.206, 0.474, 0.062, 0.413, -0.287, 0.345, 0.381, 0.358, 0.056, 0.531, 0.099, 0.330, 0.350, 0.324, 0.466, 0.269, -0.377, -0.152, 0.484, -0.922, -0.164, 0.857, -0.665, -0.952, 0.343, -0.631, -0.744, 0.354, -0.761, 0.472, 0.553, 0.480, 0.488, 0.541, 0.611, 0.852, -1.392, 1.171, 0.924, 0.096, -1.063, -0.587, -0.771, -0.536, 1.521, -1.193, -1.391, -0.731, 0.817, -0.774, -1.140, -0.636, 0.130, 0.243, 0.582, 0.336, 0.424, -0.004, 0.539, 0.472, 0.472, 0.514, 0.388, 0.468, 0.489, 0.483, 0.486, 0.290, 0.237]
}

# 4
{
  "formula": "C8H17N2",
  "method": "ωB97M-V/def2-TZVPD",
  "homo_lumo_gap_ev": 9.114,
  "homo_energy_ha": -0.4612,
  "charge": 1,
  "symbols": ["C", "C", "C", "C", "C", "C", "C", "C", "N", "N", "H", "H", "H", "H", "H", "H", "H", "H", "H", "H", "H", "H", "H", "H", "H", "H", "H"],
  "xyz": [[-1.4637, -0.7681, -1.4994], [-0.5342, -1.2004, -2.1403], [0.4474, -0.8631, 1.6396], [0.8121, 0.9798, 0.2913], [-0.1554, 1.8229, 0.9807], [1.5555, 1.6585, -0.7728], [1.9533, -1.1356, -0.1983], [-2.9481, -1.5982, 0.0429], [1.1275, -0.2077, 0.6030], [-2.3397, -0.4146, -0.5027], [0.0387, -1.2670, -2.9446], [0.5767, -1.9004, 1.7323], [0.5652, -0.2689, 2.5330], [-0.6931, -0.7610, 1.5864], [0.1715, 2.0044, 1.9730], [-1.2105, 1.3925, 1.0182], [-0.1814, 2.7297, 0.3815], [1.1908, 2.6884, -0.9198], [1.5962, 1.1501, -1.7202], [2.6180, 1.5928, -0.6241], [2.4071, -1.7344, 0.5460], [1.1493, -1.6258, -0.8353], [2.6401, -0.6092, -0.7829], [-3.4133, -2.2254, -0.7657], [-2.1860, -2.2140, 0.6081], [-3.7201, -1.2560, 0.7183], [-2.9057, 0.2865, -1.0204]],
  "forces_ev_per_angstrom": [[1.0, -0.3, 1.2], [-2.7, 1.2, 2.2], [-4.0, 1.3, 1.9], [0.9, 0.7, -1.1], [-2.2, -0.4, -0.7], [0.3, 0.7, -1.1], [-2.6, 0.3, 0.0], [-1.0, -1.4, 0.1], [0.0, -1.0, -0.9], [1.2, 1.2, -2.5], [2.3, -0.8, -3.0], [1.0, -1.1, 0.2], [0.7, -0.5, 0.8], [1.3, -0.1, -0.7], [0.2, 0.4, 1.1], [1.4, 0.3, 0.0], [-0.4, 0.2, 0.7], [0.6, -0.6, 0.0], [-1.0, -0.4, -0.6], [0.7, 0.6, 0.9], [0.7, -1.0, 0.1], [1.4, 0.0, 0.7], [1.1, 0.6, -0.9], [0.4, 0.4, 0.9], [-0.8, 0.8, -0.7], [-0.2, -0.3, 0.3], [-0.6, -0.7, 1.3]],
  "mulliken_charge": [0.140, -0.896, -1.145, 1.548, -1.449, -1.751, -1.084, -0.854, 0.215, -0.110, 0.558, 0.425, 0.428, 0.236, 0.399, 0.305, 0.389, 0.368, 0.404, 0.457, 0.383, 0.360, 0.417, 0.346, 0.259, 0.333, 0.317]
}

What are the calculated total energy values for these records? In order: -86184.44796 -106429.52109 -123077.42885 -11541.96545 eV.